[1]
Computed, not measured: a gas-phase ion, C5H8N (charge +1) at a distorted geometry, with ωB97M-V/def2-TZVPD.

## Properties
HOMO (alpha / beta) = -0.5185 / -0.5265 Eh
ΔE to the lowest compared entry with this formula, charge and spin = 144.11 kcal/mol
Net charge = +1
Kohn-Sham gap (alpha / beta) = 7.54 / 7.78 eV
LUMO level (alpha / beta) = -6.6 / -6.5 eV
F_max = 5.23 eV/A

Last column: Mulliken charge in e.
Atoms and positions in Å:
C (-1.449, 0.302, -0.044)  0.825
C (-0.478, 1.365, 0.005)  -0.472
C (-2.790, 0.111, -0.023)  -0.707
C (-0.374, -0.721, 0.146)  -0.580
C (1.894, 0.623, -0.166)  -0.899
N (0.608, 0.399, 0.459)  0.106
H (-3.596, 0.844, 0.032)  0.317
H (-3.065, -0.761, -0.522)  0.311
H (-0.532, -1.375, 1.087)  0.286
H (-0.023, -1.410, -0.576)  0.302
H (2.088, 1.625, -0.149)  0.382
H (2.557, 0.105, 0.414)  0.401
H (1.882, 0.261, -1.306)  0.319
H (0.834, 0.525, 1.465)  0.408


[2]
Computed, not measured: a gas-phase ion, C5H8N (charge +1) at a distorted geometry, with ωB97M-V/def2-TZVPD.

## Properties
HOMO = -0.5957 Eh
ΔE to the lowest compared entry with this formula, charge and spin = 71.20 kcal/mol
Structure (SMILES) = C1=[NH+][C@H]2C[C@@H]1C2
Net charge = +1
Kohn-Sham gap = 11.25 eV
LUMO level = -5.0 eV
F_max = 6.05 eV/A

Last column: Mulliken charge in e.
Atoms and positions in Å:
C (-0.636, -0.174, 1.039)  -0.690
C (-0.597, -0.198, -1.064)  -0.511
C (0.226, -0.943, -0.020)  -0.159
C (-0.578, 0.957, -0.063)  -0.227
C (1.029, 0.986, 0.007)  -0.202
N (1.584, -0.187, -0.015)  -0.156
H (-1.538, -0.742, 1.125)  0.315
H (-0.229, -0.099, 2.052)  0.320
H (-0.266, -0.035, -2.046)  0.374
H (-1.678, -0.559, -0.952)  0.258
H (0.540, -2.065, 0.091)  0.392
H (-1.124, 1.819, -0.129)  0.511
H (1.613, 1.868, 0.243)  0.421
H (2.560, -0.342, 0.431)  0.354


[3]
Computed, not measured: a gas-phase ion, C5H8N (charge +1) at a distorted geometry, with ωB97M-V/def2-TZVPD.

## Properties
HOMO (alpha / beta) = -0.5631 / -0.5631 Eh
ΔE to the lowest compared entry with this formula, charge and spin = 86.07 kcal/mol
Structure (SMILES) = C=C=C=[NH+]CC
Net charge = +1
Kohn-Sham gap (alpha / beta) = 8.77 / 8.77 eV
LUMO level (alpha / beta) = -6.6 / -6.6 eV
F_max = 3.48 eV/A

Last column: Mulliken charge in e.
Atoms and positions in Å:
C (-2.224, -0.570, -0.131)  -0.132
C (-1.140, -0.123, 0.315)  0.925
C (-3.396, -1.178, -0.593)  -0.668
C (1.879, -0.999, 0.027)  -1.056
C (1.239, 0.367, -0.219)  -0.401
N (0.011, 0.473, 0.543)  -0.234
H (-3.441, -1.618, -1.607)  0.279
H (-4.211, -1.389, 0.130)  0.267
H (1.443, -1.747, -0.643)  0.307
H (2.938, -1.006, -0.273)  0.338
H (1.851, -1.292, 1.047)  0.371
H (1.050, 0.535, -1.254)  0.374
H (1.993, 1.136, 0.035)  0.281
H (0.402, 0.319, 1.500)  0.348